(1)
C31H57N2OP2PdS | ωB97M-V/def2-TZVPD

CARTESIAN COORDINATES (ANGSTROEM)
Pd 0.2124 0.0335 0.0521
S 1.6420 1.2242 2.7622
P 0.1006 2.2210 -0.8631
P 0.4593 -2.3955 0.0684
O -1.5214 0.3193 2.4700
N -1.8499 -0.2437 -2.0018
N 1.4420 -0.2341 -1.7016
C -0.4665 -3.5617 -1.1364
C -1.9061 3.5857 -2.3624
C 3.3173 -0.4499 -3.7354
C -0.8983 0.1395 1.5032
C -1.6597 -1.0285 -5.1791
C 1.3688 -2.2754 2.7042
C 1.5660 4.5337 -1.6811
C 3.2986 -1.3252 -2.6749
C -2.2556 0.2434 -4.5538
C 0.9784 1.9887 -2.3944
C 2.1378 -2.3608 -0.6892
C -1.6255 3.2366 -0.9046
C 3.3336 1.2561 3.4206
C 2.3556 0.5437 -3.8357
C -3.7591 0.5612 -4.6208
C -2.7898 2.3697 -0.4031
C -0.6706 -3.6670 2.3139
C 0.7385 1.8931 4.1600
C 1.5827 3.4795 -0.5575
C -1.3575 1.3966 -5.0916
C 0.7103 -3.2801 1.7477
C 1.4981 4.1372 0.8016
C 1.5141 0.7196 -2.6826
C -1.9788 -3.3546 -0.9241
C -2.1914 -0.2151 -3.1255
C 2.2763 -1.2809 -1.7445
C -1.5955 4.5103 -0.0429
C -0.1187 -5.0540 -0.9456
C 2.8933 2.6713 -0.5925
C -0.1077 -3.1777 -2.5777
C 1.6208 -4.5209 1.6903
H -2.2665 -2.3357 -1.2007
H 0.5980 2.5337 -3.2076
H -1.1411 4.2222 -2.8246
H -0.4709 -5.4585 0.0099
H -1.8928 -1.1221 -6.2311
H 2.8586 1.8355 0.1210
H 3.3689 0.7244 4.3776
H 4.0849 -0.5234 -4.5063
H 3.9758 0.7468 2.6927
H -2.8719 4.1078 -2.4329
H 0.4134 1.0673 4.8105
H 0.6274 5.1156 -1.7018
H -2.2783 -3.5564 0.1100
H 1.4825 -2.7258 3.7037
H -1.3268 -2.7899 2.4012
H -1.5257 2.4094 -4.6956
H -2.5957 4.9700 -0.0517
H -1.5619 1.4929 -6.1764
H -0.5583 -0.9435 -5.1282
H -3.7203 2.9587 -0.4612
H 4.0686 -2.0923 -2.5278
H -4.2105 0.8591 -3.6503
H 2.4220 5.2262 -1.5603
H 1.7972 -4.8780 2.7196
H -2.6588 2.0662 0.6404
H -0.6250 -5.6335 -1.7329
H -3.9755 1.3612 -5.3190
H 0.7662 -1.3645 2.8141
H 0.9549 -5.2476 -1.0543
H -0.1467 2.4332 3.7930
H 1.3801 3.3888 1.6005
H 3.1012 2.2549 -1.5763
H -2.0424 2.6734 -2.9482
H -0.2721 1.1798 -5.0383
H 0.9461 -3.3778 -2.8063
H 1.1815 -5.3587 1.1408
H 2.5982 -4.2888 1.2494
H -2.5203 -4.0671 -1.5618
H -1.1840 -4.4279 1.7120
H -2.9052 1.4779 -1.0259
H 1.6930 4.0919 -2.6815
H -0.7067 -3.7829 -3.2743
H -0.5453 -4.0865 3.3265
H -0.9059 5.2737 -0.4183
H 1.3871 2.5850 4.7180
H -1.3655 4.2727 1.0015
H 3.7530 3.3255 -0.3645
H -4.2971 -0.3191 -4.9499
H 0.6997 4.8788 0.8728
H 2.8598 -2.1766 0.1205
H 2.4290 -3.3506 -1.0793
H -1.9320 -1.9734 -4.6731
H 2.3637 -1.9715 2.3555
H -0.3404 -2.1225 -2.7575
H 2.3112 1.2998 -4.6335
H 3.6564 2.2967 3.5355
H 2.4509 4.6635 0.9735

Summary:
Charge ... +1
2S+1 ... 3
Energy ... -70984.985 eV
Gap between HOMO and LUMO (spin up / spin down) ... 6.1329 / 6.5408 eV
E_HOMO (spin up / spin down) ... -0.307 / -0.390 Ha

***

(2)
C5H14NS | ωB97M-V/def2-TZVPD

CARTESIAN COORDINATES (ANGSTROEM)
S 2.2262 0.0713 -0.5016
N -3.6142 -0.1801 -0.3497
C -4.6661 -0.8434 -0.1349
C -3.4751 1.2897 -0.1410
C 3.9276 0.6169 -0.4427
C 1.4925 0.8259 0.8735
C 2.9779 -1.7826 0.1604
H 3.7638 -1.9764 -0.4641
H -2.9412 1.3819 0.7932
H 4.5991 0.2752 0.3282
H -4.6362 -1.8350 -0.4823
H -5.5993 -0.4261 0.0371
H 2.0580 1.1751 1.8044
H 4.0427 1.6519 -0.3266
H -2.8828 1.6609 -0.9229
H 0.3605 0.7796 0.6140
H 3.1086 -1.4690 1.2331
H -4.4800 1.6053 -0.0957
H 2.2230 -2.4490 0.1874
H 4.2995 0.1713 -1.3745
H -2.7845 -0.5433 -0.7954

Summary:
Charge ... +1
Energy ... -17725.517 eV
Gap between HOMO and LUMO ... 3.8642 eV
E_HOMO ... -0.341 Ha

***

(3)
C19H37FN3O | ωB97M-V/def2-TZVPD

CARTESIAN COORDINATES (ANGSTROEM)
F 1.9495 -1.6735 0.9104
O 1.3257 -3.2661 2.2648
N 5.6801 1.0723 3.7746
N -4.2259 0.8610 -3.4047
N -3.0406 -2.9779 1.7687
C -6.0286 0.9179 -5.2265
C -1.5481 -1.4866 0.0551
C -1.8339 -3.4466 1.3976
C 3.7963 -0.6652 3.7278
C -1.0614 -2.7033 0.5242
C -5.1730 0.1247 -4.2305
C -3.5368 -1.8131 1.3264
C 1.2638 -2.7491 1.2157
C -5.9246 1.4021 -1.6763
C 5.3693 0.8550 1.2397
C -4.8004 1.9014 -2.5702
C -3.0748 2.4047 -5.1021
C 8.1349 0.7648 3.5328
C -2.7941 -1.0402 0.4606
C 0.3142 -3.1928 0.1364
C 5.5460 1.7328 2.4883
C -2.9982 1.2756 -4.0686
C 4.4507 0.5709 4.3604
C 6.7929 0.1472 3.8944
H 6.4255 2.3625 2.3400
H -3.5006 2.0665 -6.0448
H 6.0362 -0.0080 1.2469
H -6.2569 2.2050 -1.0174
H -3.5920 -3.5362 2.4093
H 0.3270 -4.2750 0.1062
H -6.7945 1.0706 -2.2423
H 4.6598 0.3450 5.4104
H -3.1540 -0.0987 0.0813
H -5.4770 1.1716 -6.1294
H 8.9301 0.0403 3.7108
H -5.5822 0.5696 -1.0556
H 6.6513 -0.7650 3.2924
H -6.8857 0.3167 -5.5340
H 6.8397 -0.1774 4.9371
H 8.3357 1.6467 4.1417
H -3.6565 3.2541 -4.7448
H 3.2861 -0.4227 2.7972
H -4.0005 2.2853 -1.9294
H -2.0690 2.7682 -5.3198
H 8.1887 1.0502 2.4817
H 5.5994 1.4373 0.3452
H -6.4170 1.8402 -4.7932
H -2.2938 1.5799 -3.2858
H -4.5071 -1.4907 1.6644
H -5.8436 -0.4246 -3.5652
H -5.1677 2.7614 -3.1489
H 3.7222 1.3864 4.3797
H -2.5502 0.3955 -4.5381
H -4.6192 -0.6483 -4.7688
H -0.9307 -0.9108 -0.6153
H 4.5150 -1.4608 3.5317
H 3.0431 -1.0687 4.4090
H 0.5935 -2.8306 -0.8468
H -1.4939 -4.3801 1.8073
H 4.3461 0.4950 1.1331
H 4.7098 2.4336 2.5549

Summary:
Charge ... +1
Energy ... -29531.635 eV
Gap between HOMO and LUMO ... 4.7878 eV
E_HOMO ... -0.352 Ha

***

(4)
C35H92N2O19 | ωB97M-V/def2-TZVPD

CARTESIAN COORDINATES (ANGSTROEM)
O 10.5207 -8.0802 -2.6805
O -8.0961 3.0836 -11.9075
O -2.3047 6.8612 0.3911
O -2.0189 9.5101 1.6700
O 10.9609 -0.2831 -0.1180
O 3.3880 2.4154 11.1597
O 4.0313 -4.7398 -10.8477
O -7.6163 4.0892 5.3889
O -0.9727 -9.4244 5.1486
O -1.5029 0.6196 -2.0930
O 6.7201 1.5326 -12.9580
O 3.6003 -4.0690 6.2746
O -9.4886 2.9703 3.3146
O -5.2262 3.5932 -11.6269
O -7.1292 -7.3752 3.5607
O -3.9445 -2.9354 -6.6810
O -9.6146 -6.2754 2.5729
O 4.2602 0.6521 -13.9886
O -4.9452 -3.0140 -9.1717
N -0.2846 -0.2072 -1.9862
N 2.5269 3.2605 10.4105
C -1.4908 7.0053 1.5030
C -7.4377 4.0762 -12.6774
C 1.9451 -0.9182 -2.8703
C -8.2299 -7.3348 4.4226
C 3.6450 -3.4257 7.5324
C -5.9830 3.5158 -12.8504
C 9.5462 -7.2224 -2.0975
C 0.1015 3.8142 9.6796
C 3.1084 4.4736 9.7594
C 4.0326 -5.2914 -9.4684
C 1.1635 -1.7177 -0.6278
C 0.5741 1.7103 10.7922
C -0.1973 -0.1869 0.5620
C 0.9149 0.2895 -2.7779
C 4.4107 4.1249 9.0535
C 0.2398 -9.3659 4.4475
C -9.5900 -7.3185 3.5892
C 1.7012 -2.1185 -2.0251
C 0.6240 0.6169 -4.2549
C -8.5839 2.2279 4.1632
C 2.0891 4.9727 8.6393
C -3.7167 -3.6648 -8.9906
C 3.3705 5.6274 10.7961
C -1.4092 -2.0893 -0.6680
C 1.0650 3.2140 10.7868
C 1.5968 1.4616 -2.0263
C 4.3341 1.5006 -12.8580
C -1.0111 8.5093 1.5913
C -0.2141 -1.0324 -0.7215
C 0.7701 3.9049 12.1941
C 5.5778 2.3565 -12.6815
C -3.5007 -4.0716 -7.4940
C -8.4158 2.9749 5.5489
C 0.7424 5.2015 9.2014
C 10.4430 -0.8290 -1.2904
H -0.0056 3.2083 8.7798
H 3.9291 6.4622 10.3729
H 5.1046 0.7034 -14.4425
H -9.0065 3.3854 -11.8675
H -0.1507 1.3362 -4.5204
H -9.6452 -8.2272 2.9897
H 3.0145 -3.9337 8.2621
H -4.4835 4.2004 -11.5905
H 2.0796 -1.1494 -3.9269
H 4.2409 -3.8099 -10.7341
H 5.7083 2.9488 -11.7758
H 0.5675 1.3026 9.7814
H -6.1789 2.5266 -13.2640
H 10.3156 -0.0678 -2.0601
H 0.8212 4.9799 12.0216
H 4.3640 0.6765 -12.1452
H -7.8428 4.2357 -13.6767
H -1.1618 0.2191 0.8669
H 0.5656 0.5908 0.5261
H -2.3137 5.9490 0.0921
H -8.1081 -8.2362 5.0232
H 10.0308 -6.7135 -1.2643
H 9.3016 -6.5627 -2.9300
H 1.0572 -2.7953 -2.5865
H -7.6631 2.2113 3.5801
H -0.4550 8.8119 0.7040
H -4.1922 -4.8888 -7.2893
H -7.3661 -6.8832 2.7711
H -1.4577 -2.5841 0.3020
H 0.8011 6.0374 9.8985
H 7.5045 2.0262 -13.2084
H 0.3917 -10.4171 4.2025
H 2.3856 1.8171 -2.6892
H 4.2159 3.2700 8.4060
H -0.2327 3.7528 12.5934
H 2.6227 -2.5961 -1.6924
H 9.5042 -1.3514 -1.1062
H 1.9756 -1.1355 -0.1922
H -7.8889 2.4068 6.3155
H 4.5620 -4.5932 -8.8200
H 3.3490 -2.3785 7.4714
H 0.0551 5.7034 8.5204
H 1.5367 0.7047 -4.8443
H 1.0723 2.4099 -1.9089
H 1.1521 1.1006 11.4867
H 5.6351 3.1178 -13.4594
H -2.9294 -3.0439 -9.4180
H 8.6311 -7.7329 -1.7972
H 2.4835 6.0983 11.2198
H 11.1296 -0.9723 0.5286
H -10.5205 -6.1052 2.3045
H 2.9090 -0.5329 -2.5377
H -7.8782 4.7092 6.0734
H 4.6808 4.9579 8.4044
H -0.5225 6.5067 1.4590
H 4.5359 -6.2562 -9.4065
H -1.7040 -9.0462 4.6550
H -5.3459 3.9489 -13.6215
H 3.5063 2.1814 -12.6593
H 10.7080 -8.7689 -2.0384
H 1.0656 -2.6419 -0.0583
H 0.2681 -8.8218 3.5035
H 1.0883 -8.8721 4.9212
H 11.2021 -1.5138 -1.6686
H 2.0199 4.1983 7.8754
H -0.9846 -2.9209 -1.2303
H 2.1141 1.0862 -1.1434
H 3.0070 -5.5050 -9.1674
H 5.2912 4.0918 9.6951
H -2.4234 -4.1630 -7.3552
H -2.4176 -1.7398 -0.8895
H -0.4170 1.6160 11.2360
H -2.0252 6.6572 2.3870
H 0.1198 -0.6981 1.4710
H 3.9568 5.3120 11.6592
H -3.2801 -2.8127 -5.9990
H -0.8929 3.7791 10.1245
H -10.5707 -7.3107 4.0648
H -9.1264 3.1652 2.4472
H -8.0874 -6.4906 5.0973
H 0.1301 -0.2422 -4.7088
H -0.3061 8.6327 2.4135
H 1.6290 3.7199 12.8392
H -8.8870 1.1831 4.2312
H 4.6726 -3.4520 7.8948
H 2.3828 5.9282 8.2048
H -5.5661 -3.6920 -9.4481
H -9.3648 3.3118 5.9660
H -7.4410 5.1510 -12.4963
H -3.7283 -4.6166 -9.5217
H -1.7098 10.2231 2.2336
H 3.8049 -3.4523 5.5679

Summary:
Charge ... -2
Energy ... -79653.128 eV
Gap between HOMO and LUMO ... 2.4425 eV
E_HOMO ... -0.004 Ha

***

- Among the records above, which one has the lowest charge?
  C35H92N2O19

***

- The lowest energy belongs to which entry?
  C35H92N2O19

***

- The highest energy belongs to which entry?
  C5H14NS